A cluster of 16 separate species, C3H36O17 in total in a non-equilibrium geometry, computed with wB97M-V/def2-TZVPD.

Cartesian coordinates (Å):
O 2.603 -1.212 1.479
C 2.362 -0.035 1.312
O 3.307 0.870 1.092
C 1.052 0.696 1.493
C -0.024 0.064 0.621
H 4.178 0.403 0.947
H 1.156 1.779 1.274
H 0.875 0.596 2.575
H 0.305 -0.980 0.434
H -0.050 0.532 -0.377
H -1.019 0.156 0.999
H 2.284 -1.259 -3.603
H 1.750 -1.923 -2.380
O 2.492 -1.968 -2.989
H -2.002 2.192 2.637
H -0.702 3.092 2.994
O -1.061 2.335 2.529
H -2.357 4.161 -0.814
H -1.860 2.752 -0.888
O -2.521 3.297 -0.421
H -2.224 2.623 -3.199
H -1.170 3.706 -2.957
O -1.288 2.830 -3.341
H -1.810 -1.453 -0.525
H -2.622 -0.310 -1.024
O -2.064 -1.037 -1.372
H -0.069 0.013 -3.381
H -0.538 -0.844 -2.132
O 0.245 -0.543 -2.652
H -0.895 -2.376 3.179
H -1.527 -2.456 1.796
O -1.818 -2.442 2.789
H -3.390 1.724 -0.411
H -4.206 0.932 0.684
O -3.922 0.931 -0.232
H -1.759 -3.560 -0.107
H -0.376 -3.466 0.402
O -1.142 -2.888 0.237
H 1.703 -2.248 2.588
H 0.679 -3.249 2.110
O 0.844 -2.631 2.846
H -1.710 0.248 3.141
H -2.888 -0.910 3.312
O -2.640 0.001 3.138
H 3.658 -1.108 -2.088
H 3.883 0.444 -1.838
O 4.046 -0.436 -1.468
H 0.828 3.314 -1.963
H 0.092 3.485 -0.558
O 0.209 3.826 -1.440
H 1.606 0.756 -2.311
H 1.985 1.172 -0.909
O 1.942 1.520 -1.815
H 1.806 -3.886 -0.549
H 2.191 -3.272 0.740
O 1.571 -3.961 0.397

Results
frontier orbital gap (alpha / beta): 9.81 / 2.95 eV
electronic energy: -1414.6263 Eh
2S+1: 2
<S²>: 0.76
HOMO energy (alpha / beta): -13.05 / -13.05 eV
total charge: +1